Formula: C33H32AsBr2IMoN3O7S2
Source: OMol25
Level of theory: wB97M-V/def2-TZVPD

Structure (ORCA input):
```
! RIJCOSX wB97M-V def2-TZVPD def2/J DEFGRID3
* xyz 1 3
Mo 0.40 0.21 0.07
Br -3.15 -0.43 6.82
C -2.23 0.12 5.26
C -2.83 -0.03 4.02
C -2.16 0.37 2.88
C -0.88 0.91 2.96
C -0.30 1.08 4.22
C -0.97 0.69 5.36
N -0.12 1.27 1.80
C 0.47 2.45 1.91
C 1.59 2.69 1.07
C 2.40 3.83 1.11
C 3.54 3.86 0.34
C 3.86 2.75 -0.44
C 3.00 1.67 -0.45
N 1.87 1.63 0.27
H -3.81 -0.47 3.94
H -2.65 0.28 1.93
H 0.69 1.49 4.31
H -0.51 0.80 6.33
H 0.16 3.15 2.68
H 2.11 4.65 1.75
H 4.20 4.71 0.37
H 4.75 2.73 -1.05
H 3.20 0.79 -1.05
O 3.18 -3.48 -0.77
As 1.62 -2.66 -0.98
O 0.54 -3.66 -0.28
O 1.89 -1.24 -0.11
C 1.54 -2.54 -2.91
C 2.25 -3.49 -3.64
C 2.10 -3.56 -5.01
C 1.25 -2.68 -5.67
C 0.56 -1.71 -4.95
C 0.71 -1.65 -3.57
S -0.10 -0.35 -2.63
O 1.15 0.30 -1.97
O -2.04 -1.18 -3.66
O -0.58 -1.10 -1.36
H 3.10 -4.19 -0.13
H 2.92 -4.16 -3.11
H 2.64 -4.30 -5.57
H 1.12 -2.74 -6.74
H -0.10 -1.01 -5.44
Br -3.40 5.30 -2.60
C -2.34 3.89 -1.89
C -2.84 3.11 -0.86
C -2.07 2.08 -0.36
C -0.78 1.78 -0.83
C -0.32 2.61 -1.86
C -1.08 3.64 -2.40
H -3.82 3.31 -0.46
H -2.49 1.48 0.44
H 0.66 2.45 -2.29
H -0.69 4.24 -3.21
C -4.17 -4.25 -2.43
C -3.51 -3.40 -3.49
S -3.08 -1.77 -2.75
O -2.27 -1.44 0.50
C -4.62 -0.85 -3.19
C -5.11 -0.08 -1.97
H -4.49 -5.21 -2.84
H -5.05 -3.75 -2.02
H -3.46 -4.45 -1.62
H -4.14 -3.25 -4.37
H -2.55 -3.82 -3.81
H -5.37 -1.55 -3.55
H -4.32 -0.18 -3.99
H -5.46 -0.76 -1.19
H -5.94 0.57 -2.25
H -4.31 0.54 -1.57
I 2.39 -0.75 2.74
C 0.67 -1.86 2.30
C 0.52 -3.08 2.92
C -0.60 -3.84 2.62
C -1.54 -3.32 1.77
C -1.34 -2.06 1.22
N -0.23 -1.34 1.45
H 1.28 -3.43 3.60
H -0.72 -4.83 3.04
H -2.43 -3.88 1.51
H -2.84 -2.08 0.04
*
```

Its expectation value of S² is 2.03. The calculated total energy comes out at -10513.51427 Ha. The calculation puts the HOMO energy (alpha / beta) at -10.5 / -10.9 eV.

Formula: C30H30BrN5O4PS3Sn
Source: OMol25
Level of theory: wB97M-V/def2-TZVPD

Structure (ORCA input):
```
! RIJCOSX wB97M-V def2-TZVPD def2/J DEFGRID3
* xyz -2 2
Sn -0.51 -0.17 0.37
O 0.21 4.72 -4.11
C 0.35 5.18 -2.95
O 0.85 6.26 -2.57
C -0.15 4.23 -1.85
C 0.67 3.91 -0.74
C 0.33 2.85 0.07
N -0.73 2.06 -0.19
C -1.63 2.44 -1.16
C -1.33 3.55 -1.98
C -2.79 1.63 -1.29
C -4.00 2.08 -1.88
C -5.11 1.28 -1.85
C -5.03 0.00 -1.24
C -3.81 -0.39 -0.72
N -2.71 0.36 -0.74
C 1.05 2.50 1.31
C 1.93 3.37 1.95
C 2.46 3.01 3.17
C 2.11 1.80 3.74
C 1.24 0.98 3.03
N 0.73 1.32 1.85
H 1.56 4.50 -0.56
H -2.00 3.82 -2.79
H -4.04 3.07 -2.31
H -6.05 1.63 -2.26
H -5.89 -0.65 -1.17
H -3.69 -1.38 -0.27
H 2.16 4.32 1.49
H 3.14 3.68 3.69
H 2.50 1.48 4.69
H 0.95 0.00 3.41
C 5.78 -3.81 1.13
C 5.13 -3.23 2.37
O 3.71 -3.38 2.37
P 2.73 -2.45 1.44
S 0.99 -2.54 2.39
S 3.64 -0.79 0.92
O 2.66 -3.33 0.07
C 2.05 -4.62 0.05
C 1.84 -5.02 -1.39
H 6.87 -3.84 1.25
H 5.54 -3.19 0.26
H 5.42 -4.83 0.94
H 5.39 -2.18 2.47
H 5.48 -3.76 3.27
H 1.11 -4.59 0.59
H 2.71 -5.33 0.56
H 1.23 -4.27 -1.89
H 1.33 -5.98 -1.43
H 2.79 -5.10 -1.92
C 1.13 0.67 -3.23
N -0.25 0.59 -3.69
C -0.96 1.63 -4.28
C -2.20 1.18 -4.51
N -2.23 -0.14 -4.07
C -1.02 -0.51 -3.56
S -0.59 -2.02 -2.98
H 1.78 0.08 -3.88
H 1.21 0.29 -2.22
H 1.44 1.72 -3.26
H -0.52 2.62 -4.42
H -3.07 1.66 -4.92
H -3.03 -0.73 -3.97
Br -4.34 -1.34 6.08
C -3.37 -0.96 4.47
C -3.14 -1.98 3.56
C -2.41 -1.69 2.41
C -1.90 -0.41 2.15
C -2.17 0.58 3.09
C -2.90 0.33 4.25
H -3.52 -2.97 3.75
H -2.21 -2.50 1.72
H -1.80 1.59 2.92
H -3.08 1.11 4.98
*
```

Its expectation value of S² is 0.77. The calculated total energy comes out at -6060.41055 Ha. The calculation puts the HOMO energy (alpha / beta) at -0.3 / -2.3 eV.

Formula: C4H11N3O2
Source: OMol25
Level of theory: wB97M-V/def2-TZVPD

Structure (ORCA input):
```
! RIJCOSX wB97M-V def2-TZVPD def2/J DEFGRID3
* xyz 0 1
C -0.03 -0.22 -0.41
C -0.87 -0.16 -1.66
C -0.17 -1.35 0.57
N 1.92 -0.60 -1.41
N -1.40 1.38 0.72
C 0.65 0.88 0.00
N -1.21 1.28 2.09
O 2.79 -1.06 -0.37
O 1.44 1.67 0.31
H 3.33 -0.29 -0.18
H 1.56 -1.48 -1.77
H -1.21 2.34 0.42
H -0.89 2.10 2.58
H -2.03 0.91 2.56
H -0.76 -1.10 -2.22
H -0.58 0.66 -2.31
H -1.92 -0.04 -1.38
H 0.80 -1.81 0.76
H -0.85 -2.10 0.16
H -0.57 -1.01 1.53
*
```

The calculated total energy comes out at -473.50189 Ha. The calculation puts the HOMO energy (alpha / beta) at -7.0 / -6.8 eV.

Formula: C17H9CrF5N3O4S
Source: OMol25
Level of theory: wB97M-V/def2-TZVPD

Structure (ORCA input):
```
! RIJCOSX wB97M-V def2-TZVPD def2/J DEFGRID3
* xyz 0 2
Cr 0.14 0.85 -0.03
O -1.71 2.11 3.19
C -1.17 1.50 2.31
O -0.75 1.99 1.17
C -0.87 0.02 2.46
C -1.27 -0.68 3.61
C -0.98 -2.01 3.69
C -0.32 -2.65 2.63
C -0.01 -4.03 2.65
C 0.61 -4.62 1.59
C 0.96 -3.85 0.46
C 0.68 -2.51 0.40
C 0.04 -1.88 1.49
N -0.24 -0.54 1.45
H -1.78 -0.13 4.39
H -1.26 -2.59 4.57
H -0.29 -4.61 3.52
H 0.85 -5.67 1.61
H 1.45 -4.32 -0.38
H 0.95 -1.92 -0.47
F -1.17 4.15 -5.60
C -1.24 3.23 -4.64
C -0.46 3.35 -3.51
F 0.38 4.38 -3.36
C -0.56 2.37 -2.54
F 0.23 2.51 -1.42
C -1.40 1.28 -2.62
S -1.47 0.07 -1.34
C -2.17 1.20 -3.77
F -3.01 0.17 -3.93
C -2.10 2.15 -4.77
F -2.86 2.04 -5.86
N 1.86 1.67 1.09
N 3.02 0.99 0.68
C 2.89 0.29 -0.53
O 3.86 -0.12 -1.11
O 1.64 0.13 -0.89
H 1.90 2.67 0.88
H 1.73 1.56 2.09
H 3.91 1.45 0.82
*
```

Its expectation value of S² is 0.76. The calculated total energy comes out at -3060.51442 Ha. The calculation puts the HOMO energy (alpha / beta) at -8.7 / -8.8 eV.

Formula: C41H42BrF3O8P
Source: OMol25
Level of theory: wB97M-V/def2-TZVPD

Structure (ORCA input):
```
! RIJCOSX wB97M-V def2-TZVPD def2/J DEFGRID3
* xyz -1 1
C 3.29 -0.54 1.31
O 3.32 0.45 0.29
C 3.05 1.77 0.77
C 1.75 2.31 0.23
C 0.53 1.70 0.89
C -0.78 1.79 0.12
C -1.38 3.20 -0.07
C -2.52 3.50 0.95
C -2.26 4.56 1.98
C -3.51 4.82 2.83
Br -0.85 4.00 3.23
C -2.00 3.30 -1.50
O -1.63 4.51 -2.09
P 0.03 4.85 -1.57
C -0.49 6.62 -1.05
C 0.57 7.48 -0.38
O 1.76 7.60 -1.13
C 0.88 7.09 1.06
F 1.61 5.95 1.19
F 1.62 8.09 1.67
F -0.26 6.96 1.81
O -0.47 4.26 0.00
H 4.28 -0.63 1.76
H 2.55 -0.29 2.05
H 3.04 -1.50 0.86
H 3.86 2.41 0.43
H 3.05 1.79 1.86
H 1.74 3.38 0.41
H 1.73 2.16 -0.85
H 0.42 2.11 1.89
H 0.73 0.63 1.03
H -0.67 1.26 -0.81
H -1.51 1.23 0.71
H -3.40 3.81 0.40
H -2.79 2.58 1.48
H -1.94 5.49 1.54
H -3.60 4.05 3.59
H -3.40 5.78 3.34
H -4.39 4.84 2.19
H -1.70 2.49 -2.17
H -3.09 3.26 -1.49
H 0.36 5.35 -2.90
H 1.40 5.01 -1.15
H 0.37 3.49 -1.98
H -0.74 7.14 -1.97
H -1.36 6.61 -0.40
H 0.18 8.50 -0.28
H 2.39 6.94 -0.83
C 5.67 -8.58 -4.52
C 4.47 -8.21 -5.13
C 3.91 -6.97 -4.87
C 4.54 -6.09 -4.00
C 5.73 -6.46 -3.38
C 6.30 -7.70 -3.65
C 6.41 -5.55 -2.41
O 7.45 -5.88 -1.88
C 5.76 -4.24 -2.12
C 6.35 -3.40 -1.19
C 5.77 -2.17 -0.91
C 4.61 -1.77 -1.56
C 4.02 -2.62 -2.49
C 4.59 -3.85 -2.77
C 3.93 -4.76 -3.75
O 2.92 -4.42 -4.33
H 6.11 -9.54 -4.72
H 3.98 -8.90 -5.80
H 2.98 -6.68 -5.34
H 7.23 -7.98 -3.16
H 7.25 -3.70 -0.68
H 6.22 -1.51 -0.18
H 4.16 -0.81 -1.34
H 3.11 -2.32 -3.00
C -3.13 -2.07 5.39
C -2.38 -1.29 4.52
C -2.79 -1.12 3.20
C -3.95 -1.75 2.76
C -4.70 -2.55 3.63
C -4.28 -2.70 4.95
C -5.93 -3.25 3.16
O -6.58 -3.93 3.92
C -6.33 -3.08 1.74
C -7.45 -3.76 1.27
C -7.84 -3.61 -0.05
C -7.13 -2.77 -0.90
C -6.01 -2.10 -0.44
C -5.60 -2.25 0.88
C -4.38 -1.54 1.35
O -3.76 -0.81 0.61
H -2.81 -2.19 6.41
H -1.48 -0.80 4.86
H -2.22 -0.51 2.52
H -4.87 -3.31 5.62
H -8.00 -4.40 1.94
H -8.71 -4.14 -0.41
H -7.44 -2.65 -1.93
H -5.45 -1.45 -1.10
*
```

The calculated total energy comes out at -5404.48857 Ha. The calculation puts the HOMO energy at -4.6 eV.

Formula: C3H10OS2
Source: OMol25
Level of theory: wB97M-V/def2-TZVPD

Structure (ORCA input):
```
! RIJCOSX wB97M-V def2-TZVPD def2/J DEFGRID3
* xyz 0 1
C 0.00 0.00 0.00
S -1.42 -0.98 0.56
C -1.06 -2.44 -0.47
S -2.14 -3.88 -0.33
C -1.90 -4.36 1.44
H 0.82 -0.71 0.20
H 0.13 0.88 0.65
H 0.06 0.32 -1.05
H -1.04 -2.10 -1.52
H -0.04 -2.78 -0.21
H -2.50 -5.28 1.55
H -2.32 -3.59 2.10
H -0.87 -4.57 1.75
O 3.14 -2.13 2.62
H 3.85 -1.47 2.44
H 3.50 -2.98 2.26
*
```

The calculated total energy comes out at -991.88829 Ha. Its SMILES is CSCSC.O. The calculation puts the HOMO energy at -8.6 eV.

Formula: C13H15ClN2O
Source: OMol25
Level of theory: wB97M-V/def2-TZVPD

Structure (ORCA input):
```
! RIJCOSX wB97M-V def2-TZVPD def2/J DEFGRID3
* xyz 0 1
C 4.57 -0.10 -1.59
O 4.26 -0.84 -0.43
C 3.95 -0.06 0.70
C 2.56 0.59 0.64
C 1.47 -0.46 0.48
N 0.18 0.17 0.40
C -1.00 -0.49 0.26
C -1.06 -1.88 0.28
C -2.29 -2.52 0.15
N -3.43 -1.89 0.02
C -3.42 -0.55 -0.01
C -4.65 0.13 -0.15
Cl -6.08 -0.80 -0.30
C -4.71 1.50 -0.18
C -3.54 2.25 -0.06
C -2.33 1.63 0.08
C -2.23 0.22 0.11
H 5.36 0.63 -1.39
H 4.93 -0.82 -2.32
H 3.70 0.42 -2.00
H 4.71 0.72 0.85
H 3.99 -0.76 1.54
H 2.41 1.15 1.57
H 2.52 1.30 -0.19
H 1.49 -1.14 1.34
H 1.67 -1.05 -0.42
H 0.17 1.17 0.27
H -0.17 -2.48 0.38
H -2.35 -3.60 0.17
H -5.67 1.99 -0.30
H -3.60 3.33 -0.08
H -1.44 2.24 0.18
*
```

The calculated total energy comes out at -1149.31590 Ha. Its SMILES is COCCCNc1ccnc2c(Cl)cccc12. The calculation puts the HOMO energy at -8.0 eV.

Formula: C13H19NO
Source: OMol25
Level of theory: wB97M-V/def2-TZVPD

Structure (ORCA input):
```
! RIJCOSX wB97M-V def2-TZVPD def2/J DEFGRID3
* xyz 0 1
C -4.21 -1.00 0.64
C -3.26 -0.21 -0.25
C -3.08 -0.90 -1.60
C -1.89 -0.14 0.43
O -1.27 -1.14 0.75
N -1.44 1.11 0.66
C -0.14 1.40 1.23
C 0.76 2.12 0.23
C 1.21 1.19 -0.91
C 2.27 0.22 -0.45
C 3.59 0.63 -0.40
C 4.58 -0.24 0.05
C 4.24 -1.51 0.46
C 2.92 -1.92 0.42
C 1.94 -1.06 -0.03
H -3.78 -1.98 0.86
H -5.17 -1.15 0.15
H -4.38 -0.48 1.58
H -3.65 0.80 -0.41
H -2.62 -1.88 -1.45
H -4.04 -1.04 -2.09
H -2.44 -0.32 -2.26
H -1.98 1.90 0.34
H -0.28 2.03 2.12
H 0.29 0.45 1.53
H 1.65 2.49 0.75
H 0.23 2.98 -0.19
H 0.34 0.64 -1.28
H 1.60 1.79 -1.73
H 3.86 1.62 -0.72
H 5.61 0.09 0.08
H 5.01 -2.19 0.81
H 2.65 -2.92 0.74
H 0.91 -1.39 -0.05
*
```

The calculated total energy comes out at -636.78970 Ha. Its SMILES is CC(C)C(=O)NCCCc1ccccc1. The calculation puts the HOMO energy at -8.9 eV.

Formula: C2H10NO
Source: OMol25
Level of theory: wB97M-V/def2-TZVPD

Structure (ORCA input):
```
! RIJCOSX wB97M-V def2-TZVPD def2/J DEFGRID3
* xyz 1 1
C 0.16 1.56 0.10
N -0.41 0.22 -0.27
C 0.19 -0.36 -1.51
H -0.18 1.82 1.10
H -0.03 2.25 -0.70
H 1.24 1.42 0.20
H -0.25 -0.41 0.54
H -1.40 0.33 -0.46
H 1.25 -0.54 -1.41
H -0.30 -1.29 -1.73
H 0.04 0.33 -2.31
H -0.52 -1.45 2.77
H 0.27 -2.39 1.80
O -0.09 -1.50 1.90
*
```

The calculated total energy comes out at -211.95171 Ha. The calculation puts the HOMO energy at -16.6 eV.

Formula: C4H11F2N3O5S2
Source: OMol25
Level of theory: wB97M-V/def2-TZVPD

Structure (ORCA input):
```
! RIJCOSX wB97M-V def2-TZVPD def2/J DEFGRID3
* xyz 0 1
O -0.30 2.16 2.03
S -0.20 2.11 0.46
O -1.60 2.55 -0.09
C 0.27 0.35 0.02
N 0.21 0.02 -1.46
C 0.91 1.05 -2.32
C 1.24 0.48 -3.86
F 1.17 -1.00 -3.96
S -1.40 -0.36 -2.02
O -2.49 -0.32 -0.91
O -1.91 0.55 -3.17
F -1.35 -2.02 -2.54
H 0.78 3.06 0.11
H 1.38 0.18 0.39
H -0.41 -0.36 0.69
H 1.98 1.30 -1.85
H 0.35 2.10 -2.38
H 2.30 0.87 -4.25
H 0.40 0.93 -4.58
N 0.34 -2.64 4.16
C 0.25 -1.40 3.63
N -1.01 -1.02 3.32
O 1.22 -0.68 3.45
H -0.45 -3.24 4.31
H 1.27 -2.96 4.41
H -1.13 -0.10 2.93
H -1.82 -1.60 3.47
*
```

The calculated total energy comes out at -1695.37947 Ha. Its SMILES is O=[SH](=O)CN(CCF)S(=O)(=O)F.NC(N)=O. The calculation puts the HOMO energy at -10.1 eV.

Formula: C2H6N3O2
Source: OMol25
Level of theory: wB97M-V/def2-TZVPD

Structure (ORCA input):
```
! RIJCOSX wB97M-V def2-TZVPD def2/J DEFGRID3
* xyz 1 1
N -2.28 -0.07 0.24
C -0.87 -0.49 0.52
C 0.13 0.05 -0.20
N 1.44 -0.30 0.00
N 2.42 0.32 -0.65
O 2.01 1.08 -1.49
O 3.57 0.16 -0.36
H -2.83 -0.87 -0.14
H -2.17 0.76 -0.39
H -2.66 0.18 1.17
H -0.63 -0.88 1.44
H 0.08 0.84 -1.03
H 1.78 -0.79 0.89
*
```

The calculated total energy comes out at -394.12819 Ha. Its SMILES is [NH3+]/C=C/N[N+](=O)[O-]. The calculation puts the HOMO energy at -14.5 eV.

Formula: C5H21N10O6V
Source: OMol25
Level of theory: wB97M-V/def2-TZVPD

Structure (ORCA input):
```
! RIJCOSX wB97M-V def2-TZVPD def2/J DEFGRID3
* xyz 1 4
V 0.09 -0.02 -0.14
O 0.84 -1.09 -1.77
H 1.62 -0.65 -2.10
C -0.83 -2.95 0.09
O -1.19 -1.78 0.32
N 0.30 -3.40 -0.51
N -1.76 -3.91 0.40
H 0.57 -4.39 -0.33
H 0.96 -2.69 -0.88
H -2.58 -3.47 0.79
H -1.65 -4.86 0.37
C -1.80 0.27 -2.53
O -1.68 0.52 -1.32
N -0.98 -0.46 -3.31
N -2.94 0.71 -3.23
H -1.11 -0.63 -4.26
H -0.07 -0.78 -2.82
H -2.89 0.61 -4.21
H -3.35 1.61 -2.98
C 1.76 -1.13 2.29
O 1.57 -0.79 1.13
N 2.89 -1.72 2.70
N 0.88 -0.83 3.22
H 3.11 -1.90 3.68
H 3.60 -2.07 2.12
H 0.77 -1.44 4.01
H 0.09 -0.35 2.79
C 1.96 2.35 -1.16
O 0.82 1.93 -0.97
N 2.39 2.73 -2.34
N 2.83 2.53 -0.15
H 1.86 2.37 -3.15
H 3.40 2.82 -2.51
H 2.56 2.27 0.78
H 3.82 2.59 -0.20
C -1.68 1.88 1.86
O -0.95 0.89 1.61
N -2.23 2.74 0.95
N -2.01 2.08 3.15
H -3.02 3.28 1.28
H -2.00 2.62 0.00
H -2.39 2.97 3.41
H -1.60 1.55 3.92
*
```

Its expectation value of S² is 3.75. The calculated total energy comes out at -2146.24737 Ha. The calculation puts the HOMO energy (alpha / beta) at -9.2 / -11.8 eV.